13
Properties=species:S:1:pos:R:3:forces:R:3:lowdin_charge:R:1 method="wB97M-V/def2-TZVPD" e_lumo_ha=0.0162 e_tot_ev=-10280.923 orbital_gap_ev=8.41 e_above_lowest_kj_mol=373.85 largest_force_ev_per_a=2.37 homo_energy_ev=-7.970
C -0.4014 1.3393 -0.2980 -0.612 -1.048 -1.279 -0.069
C 2.9977 -0.3033 -0.2268 -0.195 -0.720 1.418 -0.442
C 0.3163 1.8299 1.9651 0.694 0.429 0.119 0.048
N 0.0357 1.8134 0.7767 0.240 -0.496 2.305 -0.153
N -2.1334 -1.8732 -0.8901 0.170 -1.573 -1.751 -0.004
O 2.9913 0.5332 -1.0029 0.089 1.327 -1.604 0.214
O 2.9743 -1.1011 0.6065 0.099 -0.615 0.218 0.209
H -1.4636 1.0523 -0.3104 0.519 0.492 -0.543 0.081
H 0.3502 0.8588 -0.9272 -0.497 0.360 -0.294 0.062
H 0.6768 2.7007 2.5152 -0.357 0.238 -0.368 0.029
H -1.2993 -1.9409 -0.3128 -0.130 -0.185 -0.039 0.005
H -2.9037 -2.1984 -0.3542 -0.833 0.330 1.297 -0.018
H -2.1410 -2.7107 -1.5411 0.813 1.459 0.521 0.039



13
Properties=species:S:1:pos:R:3:forces:R:3:lowdin_charge:R:1 method="wB97M-V/def2-TZVPD" e_lumo_ha=0.0256 e_tot_ev=-10279.995 orbital_gap_ev=9.91 e_above_lowest_kj_mol=463.39 largest_force_ev_per_a=0.40 homo_energy_ev=-9.212
N -1.3958 0.5527 -0.5577 -0.114 -0.005 -0.011 0.164
C -1.3843 -0.0169 0.6755 -0.105 0.013 0.068 -0.517
O -2.2887 0.0953 1.4821 0.292 -0.034 -0.267 0.058
C -0.1334 -0.8371 0.9976 -0.095 -0.158 0.029 -0.091
O 1.0467 -0.0151 1.1629 0.124 0.090 -0.038 -0.072
C 1.8876 0.1991 0.1686 -0.206 -0.252 -0.029 -0.268
N 1.4139 -0.1075 -1.0701 0.202 -0.046 0.197 0.052
H -2.2339 1.0377 -0.8399 0.109 -0.052 0.039 0.113
H -0.6887 0.3124 -1.2390 -0.125 0.033 0.166 0.064
H 0.0491 -1.5936 0.2283 -0.075 0.092 0.101 0.118
H -0.2914 -1.3014 1.9692 0.016 0.052 -0.135 0.130
H 1.7240 1.1027 -0.6998 0.049 0.196 -0.211 0.178
H 2.2077 -0.0631 -1.7140 -0.072 0.070 0.091 0.071



13
Properties=species:S:1:pos:R:3:forces:R:3:lowdin_charge:R:1 method="wB97M-V/def2-TZVPD" smiles=O[C@H]1CN2O[C@@H]2N1 e_lumo_ha=0.0230 e_tot_ev=-10280.315 orbital_gap_ev=9.76 e_above_lowest_kj_mol=432.54 largest_force_ev_per_a=2.61 homo_energy_ev=-9.128
C 0.5086 -1.1765 0.9941 -1.053 -0.444 -2.137 -0.315
C 0.0819 0.8076 -0.1975 -0.093 0.168 0.542 -0.364
C -1.1528 -0.1229 -0.4519 0.511 0.424 0.019 -0.161
N -0.9023 -1.4222 0.0921 1.832 -0.920 1.612 0.045
N 1.0461 0.0193 0.5683 0.066 0.193 0.300 0.068
O -0.6717 -1.1925 1.5928 -1.143 0.623 0.456 -0.037
O 0.6913 1.2149 -1.3924 0.002 0.365 -0.186 -0.003
H 0.7934 2.1729 -1.3961 0.018 -0.150 0.001 0.100
H 1.9433 -0.0706 0.1091 -0.160 0.011 -0.058 0.131
H 1.2155 -1.9695 1.2278 -0.128 -0.110 -0.276 0.147
H -0.2195 1.6638 0.4197 0.026 -0.032 -0.348 0.146
H -1.2786 -0.2629 -1.5285 0.027 0.042 0.070 0.123
H -2.0553 0.3386 -0.0375 0.095 -0.169 0.006 0.119



13
Properties=species:S:1:pos:R:3:forces:R:3:lowdin_charge:R:1 method="wB97M-V/def2-TZVPD" e_lumo_ha=-0.0165 e_tot_ev=-10279.686 orbital_gap_ev=9.62 e_above_lowest_kj_mol=493.20 largest_force_ev_per_a=7.13 homo_energy_ev=-10.065
C -1.2911 0.6971 0.0969 -0.631 0.917 -0.983 -0.390
C -2.0227 -0.5674 0.1780 4.603 -3.656 -4.042 -0.002
C 2.1856 -0.2641 0.0698 -0.209 -0.837 -0.725 -0.118
N 0.7514 -0.4030 0.2786 -0.147 4.122 -2.155 0.077
N 0.1917 0.7307 -0.1681 0.714 -3.217 2.072 -0.254
O -1.8743 1.7272 0.1086 0.290 0.889 0.228 0.166
O 0.7512 1.7370 -0.5771 -0.264 -0.287 -0.194 0.046
H -2.9021 -0.3772 0.5784 -4.027 0.472 2.094 0.031
H -1.4177 -1.4201 0.5291 -0.498 0.629 0.774 0.083
H -2.1768 -1.0223 -0.8973 0.078 1.443 1.554 0.148
H 2.5531 -1.1618 0.4600 1.152 -0.952 1.165 0.054
H 2.7223 0.6357 0.2954 -0.293 0.694 1.342 0.077
H 2.5295 -0.3117 -0.9523 -0.767 -0.217 -1.130 0.083



13
Properties=species:S:1:pos:R:3:forces:R:3:lowdin_charge:R:1 method="wB97M-V/def2-TZVPD" e_lumo_ha=-0.1342 e_tot_ev=-10273.339 orbital_gap_ev=3.32 e_above_lowest_kj_mol=1105.53 largest_force_ev_per_a=4.34 homo_energy_ev=-6.971
C -2.4561 -0.3092 0.1289 -3.086 1.706 -2.535 -0.327
N -2.4248 1.0804 0.1353 1.862 -2.692 -1.266 0.083
C -1.0934 1.1416 -0.1743 -0.235 0.027 -0.086 0.176
C 2.4973 -0.3330 -0.1350 0.050 -0.240 -0.906 -0.630
N 3.6031 -0.7041 -0.7295 -0.024 -0.400 0.591 0.017
O 2.1847 0.6945 0.5232 -0.398 0.183 0.421 -0.162
O -1.7228 -1.2056 0.7016 -0.360 1.975 2.741 0.108
H -2.2920 -0.4209 1.4341 2.266 -2.539 0.693 0.285
H -3.2845 -0.7646 -0.4207 -0.388 0.434 -0.023 0.162
H -0.2583 0.9400 0.4806 0.612 -0.059 0.458 0.083
H -0.8644 1.1802 -1.2398 0.158 0.933 0.046 0.124
H 4.4279 -0.2128 -0.3710 -0.384 0.410 -0.158 0.010
H 1.6833 -1.0864 -0.3335 -0.073 0.263 0.024 0.072



13
Properties=species:S:1:pos:R:3:forces:R:3:lowdin_charge:R:1 method="wB97M-V/def2-TZVPD" e_lumo_ha="-0.0201 / -0.0171" e_tot_ev=-10277.976 orbital_gap_ev="8.54 / 9.47" e_above_lowest_kj_mol=658.22 largest_force_ev_per_a=4.52 homo_energy_ev="-9.090 / -9.938"
C 1.0606 0.5634 1.0137 0.296 1.039 -0.722 -0.441
C 1.6314 -0.5764 1.7854 -0.559 2.060 2.706 0.002
C -1.7438 0.8573 -1.6331 0.377 0.879 -2.160 -0.207
N -0.7125 1.4833 -0.9359 2.664 -2.061 3.019 0.130
N -0.0195 0.2355 0.0813 -1.035 3.181 -1.715 -0.139
O -0.4923 -0.8766 0.0389 -0.458 -1.346 -0.045 -0.004
O 1.4499 1.6909 1.1027 -0.292 -0.016 -0.143 0.119
H 2.0046 -1.3263 1.2144 0.026 -2.778 -1.986 0.042
H 2.5932 -0.2353 2.2271 -1.040 0.374 0.311 0.105
H 0.8622 -0.8632 2.5652 1.142 -0.140 -0.892 0.124
H -2.6511 1.3703 -1.3068 -0.370 -0.156 -0.200 0.084
H -1.8138 -0.2195 -1.5163 -0.039 -0.234 -0.012 0.058
H -1.5257 1.1751 -2.7497 -0.711 -0.801 1.840 0.128



14
Properties=species:S:1:pos:R:3:forces:R:3:lowdin_charge:R:1 method="wB97M-V/def2-TZVPD" e_lumo_ha=0.0204 e_tot_ev=-21117.791 orbital_gap_ev=10.11 e_above_lowest_kj_mol=198.64 largest_force_ev_per_a=3.58 homo_energy_ev=-9.552
C -2.8075 -0.2496 -0.3139 -1.008 -2.362 -0.838 -0.077
C -0.6943 0.4262 0.2865 0.194 1.277 -1.622 -0.770
C 2.6619 -0.3004 0.1371 -1.200 0.122 -1.870 -0.373
H -2.4378 -1.3394 -0.4038 -0.194 1.766 -0.138 0.122
H -3.6044 -0.1067 -1.1112 1.208 0.252 1.098 0.114
H -3.2155 -0.2229 0.6862 -0.358 0.330 0.176 0.083
H 2.0953 1.1995 1.5809 -0.406 -1.394 -2.925 0.147
H 3.3492 -0.6706 0.8653 0.468 -0.141 0.494 0.101
H 1.8995 -0.4824 -1.6377 -0.538 0.541 -0.174 0.004
N 1.9190 0.7918 0.5731 0.228 2.004 2.961 -0.397
N 2.5742 -0.8622 -1.0024 0.972 -0.446 1.272 0.076
O -1.7695 0.7026 -0.4546 0.040 0.271 -0.544 -0.114
O -0.6448 -0.4366 1.0818 0.714 -0.819 1.186 0.096
S 0.6747 1.5507 -0.2874 -0.121 -1.400 0.924 0.988



14
Properties=species:S:1:pos:R:3:forces:R:3:lowdin_charge:R:1 method="wB97M-V/def2-TZVPD" e_lumo_ha="-0.0253 / -0.0253" e_tot_ev=-21112.783 orbital_gap_ev="7.94 / 7.94" e_above_lowest_kj_mol=681.77 largest_force_ev_per_a=4.54 homo_energy_ev="-8.629 / -8.628"
C -0.8979 1.5655 0.0335 -2.981 -1.795 -2.916 -0.194
C 2.4778 -0.2146 0.3335 0.684 -0.489 1.142 -0.036
C 1.1042 -0.3671 -0.0283 -3.496 -1.085 -0.376 -0.040
N -1.0583 -1.2133 -0.2753 -3.313 -1.434 -0.832 -0.066
N 0.1697 -1.1114 -0.1828 4.072 1.879 -0.014 -0.032
O -2.8322 0.1164 1.1856 0.638 0.118 -0.284 -0.341
O -2.9560 0.2855 -1.2675 1.551 0.265 1.083 -0.356
S -2.1446 0.3920 -0.0507 -0.391 1.134 0.064 0.627
H -0.3361 1.4657 0.8833 1.331 0.245 2.137 -0.037
H 2.5988 -1.0659 1.0410 0.939 0.068 -0.933 0.110
H 2.7958 0.6234 0.9780 -0.727 0.142 -0.747 0.105
H 2.9905 -0.1992 -0.6390 0.601 -0.313 0.740 0.103
H -0.4661 1.5233 -0.9648 0.366 0.750 0.146 0.013
H -1.4457 -1.8002 -1.0467 0.726 0.514 0.788 0.143



14
Properties=species:S:1:pos:R:3:forces:R:3:lowdin_charge:R:1 method="wB97M-V/def2-TZVPD" smiles="C=CN1N(C)S1(=O)=O" e_lumo_ha=0.0023 e_tot_ev=-21114.023 orbital_gap_ev=10.12 e_above_lowest_kj_mol=562.20 largest_force_ev_per_a=4.23 homo_energy_ev=-10.061
C 0.1277 1.6427 -0.2585 -0.618 1.507 0.391 -0.266
C -1.1375 1.9686 -0.0270 -0.169 -1.575 -0.511 0.055
C 0.7828 -1.8631 0.1377 -0.123 -0.807 1.887 -0.115
N 0.8207 0.5091 -0.5936 -0.831 -2.608 -0.151 -0.084
N 1.0799 -0.5591 0.6688 -0.200 -0.205 -0.459 -0.107
O 2.7552 1.3684 0.7553 -0.056 -2.231 -1.075 -0.286
O 3.2021 -0.5361 -0.8884 -1.619 1.066 1.520 -0.269
S 2.2982 0.2106 -0.0195 3.171 2.783 -0.238 0.627
H 0.7821 2.4354 -0.1943 1.520 1.935 -0.047 0.074
H -1.8766 1.1513 -0.0073 -0.069 0.886 0.064 0.071
H -1.3602 3.0401 0.0550 -0.177 -0.800 0.245 0.074
H 1.2817 -2.2532 -0.6918 0.900 0.238 -1.701 0.068
H 0.8971 -2.6304 0.8812 0.501 -0.067 0.958 0.091
H -0.2455 -1.8409 0.0454 -2.227 -0.122 -0.884 0.066